The ion H9N2P2 with charge -1. Source: the OMol25 dataset; level of theory: wB97M-V/def2-TZVPD.

Geometry as XYZ:
```
13
H9N2P2 | the OMol25 dataset | wB97M-V/def2-TZVPD
H -0.34144 -1.75915 0.67789
H -3.30695 0.65881 0.22157
H 1.53211 -1.88424 -0.24925
H -0.13833 -1.01945 -1.25890
H -0.57304 1.59983 1.47670
H -1.08178 1.72118 -0.58959
P 0.55957 -0.83119 0.02097
H 2.40676 0.59800 -0.22440
H 1.80750 0.18873 -1.69371
N -2.58692 0.21900 0.78096
P -1.11773 0.74817 0.44843
H 1.20276 -0.47958 1.30362
N 1.54654 0.48286 -0.75533
```

Output
* F_max: 0.2 eV Å⁻¹
* HOMO-LUMO gap: 7.7961 eV
* molar mass: 99.034 g/mol
* net charge: -1

---

A cluster of 4 separate species, H9NO3 in total. Source: the OMol25 dataset; level of theory: wB97M-V/def2-TZVPD.

Geometry as XYZ:
```
13
H9NO3 | the OMol25 dataset | wB97M-V/def2-TZVPD
N -1.10416 -1.00805 2.08216
H -1.22227 -1.98465 1.79603
H -0.41073 0.19402 -1.38241
H -1.72277 -0.45183 -1.79770
H -1.13888 -0.90688 3.10224
H 1.92241 -0.77904 -2.25380
O 1.50642 0.08565 -2.33447
H -1.84148 -0.44402 1.64338
H 1.59210 0.44893 -1.43542
O 1.37594 1.39645 0.25013
H 0.49195 1.71098 0.47968
O -1.34998 0.13901 -1.15349
H 1.90144 1.59943 1.00367
```

Output
* F_max: 3.0 eV Å⁻¹
* 2S+1: 2
* HOMO-LUMO gap (alpha / beta): 10.0374 / 3.7907 eV
* molar mass: 71.076 g/mol
* net charge: +1

---

A cluster of 4 separate species, H9O4 in total. Source: the OMol25 dataset; level of theory: wB97M-V/def2-TZVPD.

Geometry as XYZ:
```
13
H9O4 | the OMol25 dataset | wB97M-V/def2-TZVPD
H -0.23636 1.05451 -0.05543
O 1.19325 -1.14019 1.92612
H 0.52670 -1.69153 2.36385
O 0.04762 0.13274 0.26470
H -1.17991 3.00100 -0.19911
O -0.69321 -1.35280 -1.71574
H 0.28605 3.05205 -0.70997
O -0.43659 2.47687 -0.51843
H 1.95722 -1.09736 2.51069
H 0.82649 -0.36017 0.75818
H -1.58048 -1.75179 -1.68018
H -0.32407 -0.49972 -0.42767
H -0.38671 -1.82361 -2.51701
```

Output
* F_max: 2.2 eV Å⁻¹
* HOMO-LUMO gap: 13.5470 eV
* molar mass: 73.068 g/mol
* net charge: +1

---

An isolated molecule of H9PSi3. Source: the OMol25 dataset; level of theory: wB97M-V/def2-TZVPD.

Geometry as XYZ:
```
13
H9PSi3 | the OMol25 dataset | wB97M-V/def2-TZVPD
H -0.90248 2.24449 0.52964
Si -1.73641 1.10404 -0.08615
H -0.67552 -1.75798 1.48131
P -0.06188 -0.12495 -1.19812
Si 1.80996 1.04052 -0.60310
H -2.32183 0.10403 0.75124
H 1.43751 -2.14998 0.40989
H 2.44863 1.34739 0.87441
H -2.59341 1.60873 -1.14752
H -0.70352 -3.01993 -0.39580
H 3.08768 0.49283 -0.99199
Si 0.06956 -1.93275 0.21467
H 1.43757 2.41286 -1.23180
```

Output
* F_max: 2.9 eV Å⁻¹
* HOMO-LUMO gap: 9.6947 eV
* molar mass: 124.304 g/mol

---

A cluster of 2 separate species, HI4NP2 in total. Source: the OMol25 dataset; level of theory: wB97M-V/def2-TZVPD.

Geometry as XYZ:
```
8
HI4NP2 | the OMol25 dataset | wB97M-V/def2-TZVPD
I -3.10258 0.59511 -2.18748
I -4.33791 3.27235 0.30691
I -4.38466 -0.51799 1.17758
N 0.37324 -0.34898 -0.15690
P 0.83725 -1.78396 -0.33421
I -1.26101 -3.12288 -0.47488
H 0.78037 0.48156 -0.34834
P -2.98773 1.14016 0.12238
```

Output
* F_max: 3.6 eV Å⁻¹
* HOMO-LUMO gap: 7.9335 eV
* molar mass: 584.579 g/mol

---

A cluster of 2 separate species, HINO in total. Source: the OMol25 dataset; level of theory: wB97M-V/def2-TZVPD.

Geometry as XYZ:
```
4
HINO | the OMol25 dataset | wB97M-V/def2-TZVPD
I 1.10728 -1.57750 -0.92378
N -0.08441 -0.08172 -1.20695
O -0.65273 0.55557 1.43170
H -0.37014 1.10365 0.69903
```

Output
* F_max: 1.3 eV Å⁻¹
* 2S+1: 3
* HOMO-LUMO gap (alpha / beta): 7.0123 / 5.5143 eV
* molar mass: 157.918 g/mol
* net charge: -1

---

An isolated molecule of HIOS. Source: the OMol25 dataset; level of theory: wB97M-V/def2-TZVPD.

Geometry as XYZ:
```
4
HIOS | the OMol25 dataset | wB97M-V/def2-TZVPD
S -1.37455 -1.54240 0.27415
O 0.93013 0.17306 -0.36926
I -1.10297 0.68260 0.11931
H 1.54738 0.68673 -0.02420
```

Output
* F_max: 7.1 eV Å⁻¹
* HOMO-LUMO gap (alpha / beta): 6.6571 / 6.6586 eV
* molar mass: 175.978 g/mol

---

A cluster of 2 separate species, HN2O4S in total. Source: the OMol25 dataset; level of theory: wB97M-V/def2-TZVPD.

Geometry as XYZ:
```
8
HN2O4S | the OMol25 dataset | wB97M-V/def2-TZVPD
O -1.32565 -1.11351 -0.93453
H -0.20295 0.39931 0.33863
N 0.83863 -0.30664 -2.42285
O 0.97405 -1.45392 -0.16145
S -0.37668 -1.01468 0.16794
N 1.16691 -1.15160 -3.05508
O 0.56223 0.68843 -1.91575
O -0.87859 -1.43037 1.46891
```

Output
* F_max: 2.8 eV Å⁻¹
* HOMO-LUMO gap: 9.1370 eV
* molar mass: 125.085 g/mol
* net charge: -1

---

A cluster of 2 separate species, HN2O4S in total. Source: the OMol25 dataset; level of theory: wB97M-V/def2-TZVPD.

Geometry as XYZ:
```
8
HN2O4S | the OMol25 dataset | wB97M-V/def2-TZVPD
O -0.48145 -0.37331 2.32436
S 0.72901 2.22955 -1.41652
O 1.08166 3.46259 -0.72516
N -0.61136 0.57755 1.42317
O -0.56103 2.10136 -1.98277
H 0.96320 -0.31338 0.91090
N 0.39876 0.57087 0.65469
O 1.83579 1.56407 -2.08653
```

Output
* F_max: 3.0 eV Å⁻¹
* HOMO-LUMO gap: 7.3059 eV
* molar mass: 125.085 g/mol
* net charge: -1

---

A cluster of 2 separate species, HN2O5S in total. Source: the OMol25 dataset; level of theory: wB97M-V/def2-TZVPD.

Geometry as XYZ:
```
9
HN2O5S | the OMol25 dataset | wB97M-V/def2-TZVPD
O 0.86646 1.97604 0.77904
O -3.28870 -1.52653 -0.31984
N -3.70460 -0.42093 -0.12755
O -5.18022 1.26156 0.22840
S 0.23941 1.62223 -0.51420
N -4.68747 0.18038 0.02201
O 0.95849 0.02326 -0.83794
O -1.20629 1.34119 -0.37388
H 1.09314 -0.35226 0.03169
```

Output
* F_max: 1.4 eV Å⁻¹
* HOMO-LUMO gap: 5.9584 eV
* molar mass: 141.084 g/mol
* net charge: -1

---

The ion HN2O5S with charge -1. Source: the OMol25 dataset; level of theory: wB97M-V/def2-TZVPD.

Geometry as XYZ:
```
9
HN2O5S | the OMol25 dataset | wB97M-V/def2-TZVPD
O -0.49642 -1.48888 -1.65114
N 0.10237 0.78326 -0.58221
H 0.65063 -0.08717 1.50492
O 0.27208 -1.46032 0.66258
O -1.86393 -0.50461 0.17116
O -0.16831 1.44252 -1.59338
N 0.96205 1.39899 0.31889
O 1.11622 0.74095 1.53914
S -0.57467 -0.82474 -0.36995
```

Output
* F_max: 5.1 eV Å⁻¹
* HOMO-LUMO gap (alpha / beta): 9.1731 / 9.1727 eV
* molar mass: 141.084 g/mol
* net charge: -1

---

A cluster of 2 separate species, HN3O2S in total. Source: the OMol25 dataset; level of theory: wB97M-V/def2-TZVPD.

Geometry as XYZ:
```
7
HN3O2S | the OMol25 dataset | wB97M-V/def2-TZVPD
O 3.27336 0.68585 -0.73115
N -0.11298 -1.72165 -0.75292
O 1.59538 1.27360 0.57219
H 0.66019 0.87604 0.87766
S 2.09842 -1.24983 0.24388
N 2.39466 0.23058 -0.02797
N -1.02684 -1.40802 -0.24940
```

Output
* F_max: 3.6 eV Å⁻¹
* HOMO-LUMO gap: 9.0822 eV
* molar mass: 107.094 g/mol

---

A cluster of 2 separate species, HN3O2S in total. Source: the OMol25 dataset; level of theory: wB97M-V/def2-TZVPD.

Geometry as XYZ:
```
7
HN3O2S | the OMol25 dataset | wB97M-V/def2-TZVPD
S 0.29052 -0.39994 1.15903
O -1.72932 0.30029 -0.36625
N -0.80974 -0.71461 0.06381
H -1.92617 1.07066 0.23665
O -1.04765 -1.70370 -0.54741
N 2.49720 0.95506 -0.75759
N 2.72515 0.49225 0.21175
```

Output
* F_max: 4.8 eV Å⁻¹
* 2S+1: 3
* HOMO-LUMO gap (alpha / beta): 8.2457 / 6.7091 eV
* molar mass: 107.094 g/mol

---

An isolated molecule of HN3O3. Source: the OMol25 dataset; level of theory: wB97M-V/def2-TZVPD.

Geometry as XYZ:
```
7
HN3O3 | the OMol25 dataset | wB97M-V/def2-TZVPD
O -0.20892 -0.54999 -0.33975
O -0.43537 -0.56185 1.83780
N 0.75341 1.27820 -1.31244
N 0.48377 0.93829 -0.21679
H 1.19096 2.19047 -1.40502
N -0.62936 -1.12511 0.81611
O -1.15450 -2.17003 0.62007
```

Output
* F_max: 2.4 eV Å⁻¹
* HOMO-LUMO gap: 10.6699 eV
* molar mass: 91.026 g/mol

---

A cluster of 2 separate species, HN3O3S in total. Source: the OMol25 dataset; level of theory: wB97M-V/def2-TZVPD.

Geometry as XYZ:
```
8
HN3O3S | the OMol25 dataset | wB97M-V/def2-TZVPD
N 2.19710 -1.30561 0.96949
O -1.25380 2.12820 -1.55742
O -0.76245 0.64358 0.30161
H 0.02306 -0.03489 0.49102
S -1.51665 0.73277 -1.24925
N 1.05839 -1.16790 0.73734
O -3.03904 0.57701 -0.91397
N 3.29338 -1.57317 1.22117
```

Output
* F_max: 3.7 eV Å⁻¹
* HOMO-LUMO gap: 6.8960 eV
* molar mass: 123.093 g/mol
* net charge: -2

---

A cluster of 2 separate species, HN3O4 in total. Source: the OMol25 dataset; level of theory: wB97M-V/def2-TZVPD.

Geometry as XYZ:
```
8
HN3O4 | the OMol25 dataset | wB97M-V/def2-TZVPD
O 1.77610 -1.25871 -0.84188
N 1.81058 -0.31964 -0.20372
O -0.61444 -0.87076 0.64493
N -1.10898 1.18175 -0.47183
N -0.29132 0.35129 -0.24264
H -1.57866 -0.67606 0.78639
O 2.31478 0.21350 0.66475
O -2.30806 1.37863 -0.33601
```

Output
* F_max: 5.0 eV Å⁻¹
* HOMO-LUMO gap (alpha / beta): 11.5253 / 5.5340 eV
* molar mass: 107.025 g/mol

---

An isolated molecule of HN3S. Source: the OMol25 dataset; level of theory: wB97M-V/def2-TZVPD.

Geometry as XYZ:
```
5
HN3S | the OMol25 dataset | wB97M-V/def2-TZVPD
N -0.43675 0.61164 -0.13145
N 1.12378 -1.35781 0.64702
N -0.10166 1.15144 0.84628
H -0.65069 1.00474 -0.97135
S 0.06531 -1.41001 -0.39051
```

Output
* F_max: 4.4 eV Å⁻¹
* 2S+1: 3
* HOMO-LUMO gap (alpha / beta): 7.4272 / 9.1021 eV
* molar mass: 75.096 g/mol

---

A cluster of 2 separate species, HN6O in total. Source: the OMol25 dataset; level of theory: wB97M-V/def2-TZVPD.

Geometry as XYZ:
```
8
HN6O | the OMol25 dataset | wB97M-V/def2-TZVPD
N -2.45919 0.95338 -0.71388
O 2.20770 -0.48917 2.24835
N 1.65301 -0.51363 1.08413
N -0.58805 -0.22356 -1.19765
N 0.45099 -0.05236 0.88161
H 1.21732 -1.09402 -0.57059
N 0.26965 -0.44099 -0.42026
N -2.75142 1.86036 -1.31171
```

Output
* F_max: 4.9 eV Å⁻¹
* HOMO-LUMO gap: 8.5506 eV
* molar mass: 101.049 g/mol
* net charge: -1

---

A structure of composition HNO2S2. Source: the OMol25 dataset; level of theory: wB97M-V/def2-TZVPD.

Geometry as XYZ:
```
6
HNO2S2 | the OMol25 dataset | wB97M-V/def2-TZVPD
H 1.63359 1.32198 -0.90106
N -0.19053 0.84552 0.44099
S -0.90410 -0.45804 0.19860
O -0.19554 -1.68605 0.06581
O -2.30368 -0.47361 0.02835
S 1.96026 0.45020 0.16730
```

Output
* F_max: 4.6 eV Å⁻¹
* HOMO-LUMO gap: 8.3602 eV
* molar mass: 111.147 g/mol

---

A cluster of 2 separate species, HNO2S2 in total. Source: the OMol25 dataset; level of theory: wB97M-V/def2-TZVPD.

Geometry as XYZ:
```
6
HNO2S2 | the OMol25 dataset | wB97M-V/def2-TZVPD
O -3.68240 -0.93358 1.11381
S -3.14132 -0.67302 -0.20303
S -0.69073 0.69628 0.89727
H -1.44642 1.82462 -0.81604
N -0.81393 0.93935 -0.59376
O -3.81756 0.42798 -0.83855
```

Output
* F_max: 3.7 eV Å⁻¹
* HOMO-LUMO gap (alpha / beta): 7.3796 / 7.3844 eV
* molar mass: 111.147 g/mol